The following is a DFT calculation (wB97M-V/def2-TZVPD) of CH30LiO18 as an isolated structure.

Geometry (Å):
Li (-1.93, 0.77, 0.95)
C (-0.03, -0.12, -0.04)
O (-0.42, 1.26, -0.40)
O (-0.79, -0.78, 0.80)
O (1.05, -0.57, -0.47)
O (0.45, 3.43, 1.04)
H (1.37, 3.56, 0.93)
H (0.25, 2.63, 0.51)
O (-1.38, -1.93, 3.01)
H (-1.32, -1.34, 2.30)
H (-2.14, -1.59, 3.52)
O (2.72, 1.16, 1.58)
H (2.00, 0.50, 1.67)
H (2.91, 1.72, 2.35)
O (-0.13, -2.48, -3.18)
H (0.03, -1.60, -2.83)
H (-0.17, -3.05, -2.35)
O (-3.14, -2.78, 0.73)
H (-2.60, -2.03, 1.02)
H (-3.39, -2.68, -0.18)
O (2.17, 2.08, -1.14)
H (2.24, 1.96, -0.21)
H (1.44, 1.47, -1.33)
O (1.55, -1.33, 2.43)
H (1.11, -1.25, 3.26)
H (0.90, -1.20, 1.76)
O (-3.40, -0.07, -0.98)
H (-4.22, 0.35, -1.06)
H (-2.98, 0.40, -1.70)
O (2.30, -2.68, -0.95)
H (1.81, -1.88, -0.67)
H (2.45, -2.36, -1.84)
O (-0.57, -3.27, -0.55)
H (-0.37, -2.41, -0.28)
H (-1.38, -3.47, -0.09)
O (0.99, 0.09, -2.97)
H (1.73, 0.62, -3.28)
H (1.04, 0.00, -1.95)
O (-1.17, 1.50, 2.77)
H (-0.79, 0.69, 3.13)
H (-0.61, 2.26, 2.97)
O (4.46, -0.97, -0.71)
H (3.59, -1.37, -0.56)
H (4.31, -0.42, -1.46)
O (-2.78, 2.49, 0.13)
H (-2.00, 2.38, -0.40)
H (-2.54, 3.24, 0.59)
O (-0.80, 3.00, -2.32)
H (-0.47, 2.42, -1.61)
H (-1.36, 3.65, -1.96)

Calculated values
charge: -1
max |F|: 5.59 eV Å⁻¹
gap between HOMO and LUMO: 8.66 eV
DFT total energy: -1418.1411 hartree